DFT (ωB97M-V with the def2-TZVPD basis set) results for a cluster of 2 separate species, C4H13NO in total in a non-equilibrium geometry.

Last column: natural (NBO) charge in e.
Atoms and positions in Å:
1 H 0.1162 -2.0155 -1.8799  0.212
2 C -1.3954 0.2815 -1.9061  -0.413
3 C -0.0025 0.1009 1.3571  -0.494
4 H -0.7820 0.9379 -2.5459  0.160
5 H 0.0972 0.8881 2.1233  0.177
6 H 1.0056 -0.4604 -1.8855  0.165
7 O 1.7685 -0.0217 3.0042  -0.931
8 H 1.1196 0.6985 3.1733  0.454
9 H -2.1488 0.8989 -1.3885  0.202
10 H 0.9490 -0.4537 1.2967  0.126
11 H -1.9185 -0.4469 -2.5483  0.203
12 H -0.7971 -0.5968 1.6709  0.243
13 H 1.5596 -0.3353 2.0952  0.430
14 H 1.1298 -1.5582 -0.4753  0.202
15 C 0.4490 -1.1717 -1.2523  -0.428
16 C -0.1826 0.7577 0.0578  -0.249
17 N -0.6725 -0.3049 -0.7954  -0.439
18 H -0.9424 1.5105 0.3431  0.201
19 H 0.6474 1.2909 -0.4446  0.180

Summary:
* structure (SMILES): CCN(C)C.O
* energy: -290.07832 Ha
* lowest unoccupied orbital energy: 0.8203 eV
* max |F|: 3.53 eV/A